Density functional theory data (wB97M-V/def2-TZVPD) for a molecular structure, C40H28F12O24Zr2 in a non-equilibrium geometry.

```
106
Properties=species:S:1:pos:R:3:forces:R:3:lowdin_charge:R:1
Zr -3.636228 -0.366296 -1.704810 0.55 -3.38 -0.35 2.110
Zr 2.284042 3.446240 0.842456 0.20 -2.29 -1.35 2.168
C 6.632615 2.787649 0.564057 -4.40 -0.41 2.09 0.044
C 5.289206 3.143674 0.501809 2.36 1.33 -2.22 -0.285
C 4.846055 4.175575 -0.570630 3.62 -1.05 -0.63 -0.290
O 3.593639 4.436685 -0.532354 -2.62 -0.02 1.37 -0.207
C 5.772597 4.674868 -1.487336 -3.94 -0.31 1.25 0.040
C 7.077495 4.210291 -1.464282 3.42 0.29 -1.27 -0.353
C 7.543472 3.256408 -0.375231 2.78 0.36 0.35 -0.347
O 8.742721 3.030257 -0.201509 -0.89 0.25 -0.81 0.099
O 7.931907 4.610773 -2.260629 -0.86 -0.44 0.51 0.092
O 4.305372 2.763606 1.251762 -2.32 0.46 0.63 -0.196
H 6.941898 2.265998 1.459519 0.33 -0.37 -0.28 0.128
H 5.453664 5.300955 -2.307060 0.03 0.15 0.05 0.115
C -1.663593 2.636035 0.332862 -3.20 -0.23 -2.38 0.044
C -0.975389 2.433323 1.482257 1.83 1.50 -0.70 -0.280
C -1.408205 1.439088 2.512454 -0.24 -0.71 2.04 -0.345
O -0.852254 1.290442 3.603496 0.55 0.81 -1.05 0.094
C -2.520625 0.616050 2.208203 -1.91 -0.20 -2.40 0.054
C -3.157915 0.652636 0.952234 2.72 1.24 1.66 -0.291
C -2.741329 1.792357 -0.070882 2.17 -1.25 4.68 -0.255
O -3.207568 1.617118 -1.194269 -1.14 0.94 -2.33 -0.088
O -3.861102 -0.259697 0.427353 -1.18 -0.28 -1.06 -0.148
O 0.108175 3.120865 1.569221 1.66 0.12 0.85 -0.150
H -1.440030 3.420322 -0.375375 0.61 0.00 0.15 0.121
H -2.790264 -0.119208 2.950150 0.02 -0.17 -0.10 0.123
C -0.011651 1.638803 -2.483025 2.70 2.43 -0.04 0.044
C 0.966120 1.973562 -1.532062 -1.43 -3.85 2.42 -0.242
C 1.265842 0.878505 -0.363639 -2.47 -0.43 -2.09 -0.205
O 1.997622 1.282064 0.573804 0.29 0.82 -0.47 -0.128
C 0.366923 -0.229211 -0.346342 3.48 0.68 1.25 0.055
C -0.555396 -0.456372 -1.321509 -2.85 0.23 1.51 -0.264
C -0.772530 0.498620 -2.439739 -0.93 1.08 -2.27 -0.331
O -1.788503 0.445478 -3.215890 -0.03 -1.53 2.06 -0.044
O -1.596918 -1.133747 -0.984515 -0.16 0.31 -1.48 -0.101
O 1.377092 3.060608 -1.114177 1.05 2.00 -0.18 -0.102
H -0.188202 2.453465 -3.175120 -0.59 -0.31 -0.21 0.141
H 0.347454 -0.834397 0.549897 -0.14 -0.15 -0.04 0.134
C -5.477886 -3.136999 -4.419913 2.34 2.74 1.37 0.033
C -6.765571 -3.693722 -4.457092 -0.59 -1.71 -1.31 -0.350
C -7.777596 -3.284087 -3.382022 -1.51 -1.13 0.81 -0.343
O -8.813513 -3.914324 -3.179665 0.63 0.00 -0.97 0.083
C -7.430198 -2.286254 -2.433621 2.19 2.29 0.62 0.028
C -6.183523 -1.685353 -2.460027 -0.99 -2.99 -2.60 -0.349
C -5.148979 -2.130831 -3.525113 -1.85 -1.40 -0.52 -0.301
O -3.996309 -1.528654 -3.420148 0.21 1.13 0.59 -0.199
O -5.661896 -0.903769 -1.614178 1.45 2.67 1.63 -0.169
O -6.999134 -4.564976 -5.294303 -0.70 0.57 0.80 0.085
H -4.725104 -3.433612 -5.135400 -0.13 -0.21 -0.12 0.128
H -8.109101 -2.028172 -1.634026 -0.19 -0.13 -0.07 0.128
C 3.898374 -0.802459 2.140852 0.47 0.16 0.45 -0.028
C 2.611437 -0.531505 2.884561 -0.58 -1.01 -0.68 -0.177
O 2.839726 0.269828 4.044642 0.89 0.82 1.51 0.083
C 2.842768 1.572952 3.997189 -0.91 -0.70 -0.75 -0.336
O 2.455909 2.216507 3.048869 0.00 1.22 -0.77 0.028
C 3.284774 2.317518 5.280461 0.35 -1.13 -0.77 -0.555
F 2.267641 3.001526 5.767773 -0.05 0.19 0.28 0.204
F 3.744560 1.444120 6.167091 -0.04 0.34 0.36 0.191
F 4.267738 3.151401 4.929039 -0.05 0.18 0.25 0.178
H 3.775310 -1.505375 1.316525 -0.43 0.54 -0.39 0.086
H 4.652259 -1.333224 2.726989 -0.18 0.29 0.51 0.090
H 4.294830 0.179930 1.877072 0.25 -0.29 -0.61 0.071
H 2.181302 -1.459168 3.261403 -0.04 0.14 0.17 0.136
H 1.878878 -0.032175 2.255267 0.10 -0.03 0.12 0.090
C 3.362906 7.411471 -1.833088 0.22 0.00 0.38 -0.042
C 2.876112 7.660768 -0.398818 1.37 -0.27 -0.92 -0.159
O 1.447975 7.676422 -0.466835 -1.34 0.73 -0.18 0.070
C 0.741565 6.583391 -0.492737 1.20 0.18 1.49 -0.334
O 1.160554 5.507335 -0.123450 -0.32 -0.63 0.32 0.043
C -0.742318 6.806864 -0.868552 -0.34 1.24 -1.01 -0.522
F -0.861354 6.935023 -2.204696 0.31 -0.62 0.16 0.170
F -1.470490 5.794046 -0.449693 -0.09 -0.07 0.08 0.195
F -1.234492 7.960889 -0.388588 0.40 -0.60 0.53 0.177
H 3.039456 8.182585 -2.531254 -0.15 0.19 0.26 0.088
H 2.988835 6.459026 -2.206792 0.15 -0.12 0.12 0.079
H 4.452083 7.408055 -1.846772 0.01 -0.16 0.00 0.082
H 3.256471 8.609642 -0.025253 -0.75 0.35 -0.17 0.132
H 3.278317 6.950149 0.323355 -0.44 -0.50 -0.24 0.112
C -6.304599 -6.010609 -0.677393 -0.78 0.81 0.10 -0.044
C -5.372758 -4.961199 -1.235025 -1.27 -0.26 -0.70 -0.166
O -4.372258 -4.708235 -0.234247 1.03 -1.49 0.52 0.098
C -3.630839 -3.659757 -0.224228 -1.68 1.33 -1.26 -0.328
O -3.785859 -2.738460 -1.010625 0.61 0.03 0.36 0.057
C -2.612529 -3.604482 0.899909 0.96 -0.14 0.64 -0.529
F -2.653476 -4.657933 1.717397 -0.09 -0.19 -0.31 0.179
F -1.403964 -3.570642 0.312119 -0.07 -0.06 0.32 0.162
F -2.759385 -2.530429 1.670741 -0.03 0.09 -0.39 0.187
H -6.899407 -5.562135 0.120310 0.17 -0.46 0.35 0.087
H -5.771733 -6.915061 -0.394670 -0.01 0.09 0.24 0.086
H -7.031008 -6.269135 -1.449789 0.12 -0.02 -0.12 0.090
H -5.841110 -4.006114 -1.467820 -0.21 -0.19 0.13 0.103
H -5.071561 -5.408045 -2.186881 1.37 0.53 0.22 0.143
C 1.407310 -8.198557 2.063999 -0.20 -0.27 0.24 -0.058
C 0.956441 -6.778461 2.284314 0.95 0.41 0.35 -0.196
O 1.124188 -6.021078 1.072901 -0.39 0.24 -1.30 0.027
C 2.153499 -5.216494 0.884567 -0.35 -0.44 1.11 -0.394
O 2.959082 -4.950455 1.727699 0.47 0.30 -0.28 0.157
C 2.177190 -4.532413 -0.510244 0.68 0.03 0.78 -0.543
F 3.451937 -4.302479 -0.825449 0.02 -0.08 -0.25 0.167
F 1.616159 -5.227066 -1.489434 -0.24 0.28 0.19 0.190
F 1.596978 -3.326129 -0.358027 -0.39 -0.20 -0.42 0.146
H 0.944597 -8.725166 1.230868 -0.38 0.06 0.19 0.082
H 1.224254 -8.685193 3.025087 -0.05 -0.44 -0.26 0.086
H 2.481838 -8.250946 1.885174 0.04 0.27 0.08 0.085
H 1.603509 -6.411909 3.085149 -0.05 0.51 -0.24 0.121
H -0.065025 -6.569600 2.593403 -0.15 -0.58 -0.19 0.127
```
Positions in Å, forces in eV/Å.

The value obtained for the total energy is -4639.57164 a.u. Its LUMO energy is -3.02 eV.